1.
{
  "formula": "CH2N2O3",
  "method": "ωB97M-V/def2-TZVPD",
  "species": ["C", "N", "N", "O", "O", "O", "H", "H"],
  "positions_angstrom": [[-0.097, 0.258, 0.165], [0.463, 1.651, 0.231], [-1.574, 0.608, -0.034], [-1.946, 0.409, -1.151], [1.276, 1.873, -0.613], [-2.289, 0.881, 0.888], [0.119, -0.309, -0.743], [0.275, -0.422, 1.059]],
  "atomic_forces_ev_per_a": [[0.66, -0.93, 0.61], [0.79, -0.18, -0.21], [0.06, -2.27, 1.35], [-0.30, 0.35, -1.70], [-0.20, -0.12, 0.29], [0.17, 0.72, 0.91], [0.39, 0.53, -0.01], [-1.56, 1.90, -1.25]],
  "homo_ev": [-10.3, -10.3],
  "lumo_ev": [-1.113, -1.113],
  "de_lowest_kcal_mol": 96.9,
  "charge": 0,
  "smiles": "O=NC[N+](=O)[O-]"
}



2.
{
  "formula": "C17H28N2O2",
  "method": "ωB97M-V/def2-TZVPD",
  "species": ["C", "C", "C", "C", "O", "C", "C", "C", "C", "C", "C", "H", "H", "C", "N", "C", "C", "N", "C", "C", "H", "H", "H", "H", "C", "H", "C", "O", "H", "H", "H", "H", "H", "H", "H", "H", "H", "H", "H", "H", "H", "H", "H", "H", "H", "H", "H", "H", "H"],
  "positions_angstrom": [[3.729, 6.536, 1.226], [2.600, 6.527, 0.225], [1.372, 5.751, 0.807], [1.592, 4.363, 0.762], [0.463, 3.817, 0.903], [0.183, 2.579, 1.085], [-1.194, 2.164, 1.312], [-1.172, 0.611, 1.491], [-0.146, -0.256, 1.336], [1.018, 0.203, 1.009], [1.254, 1.598, 1.192], [2.390, 1.972, 0.904], [1.937, -0.478, 0.735], [-0.526, -1.783, 1.453], [0.290, -2.447, 0.231], [0.134, -3.748, 0.356], [-1.160, -4.533, -0.103], [-1.605, -4.120, -1.314], [-1.685, -2.896, -1.288], [-0.480, -2.007, -0.984], [-0.402, -0.963, -1.084], [0.248, -2.223, -1.667], [-2.070, -2.491, -2.259], [-2.637, -2.299, -0.592], [-2.495, -5.047, -1.567], [-2.676, -6.025, -1.314], [-2.709, -4.981, -3.429], [-1.472, -5.604, -3.562], [-0.885, -4.989, -3.159], [-3.568, -5.702, -3.632], [-2.867, -4.084, -3.588], [-3.529, -4.476, -1.393], [-0.990, -5.674, 0.131], [-1.822, -4.239, 0.705], [0.579, -4.083, 1.308], [0.917, -4.286, -0.177], [-1.410, -2.033, 1.426], [-0.271, -2.062, 2.321], [-2.306, 0.285, 1.709], [-1.930, 2.804, 1.692], [2.128, 4.132, 1.504], [1.773, 4.237, -0.042], [1.130, 6.390, 1.742], [0.562, 6.229, -0.032], [3.037, 6.333, -0.624], [2.354, 7.590, 0.045], [3.476, 6.858, 2.103], [4.576, 7.102, 0.714], [4.264, 5.447, 1.381]],
  "atomic_forces_ev_per_a": [[4.61, -3.82, -5.56], [-1.66, 2.00, 5.48], [-1.31, 9.17, -2.92], [-3.49, 5.34, 11.29], [-9.39, -1.43, 1.46], [-0.51, -4.08, 1.62], [5.41, -5.66, 0.20], [-5.92, 5.43, 0.50], [-5.94, -4.11, 0.66], [7.27, 2.27, -0.11], [1.86, 0.86, -3.35], [-3.14, -0.91, 0.91], [-2.05, 1.31, 0.76], [9.08, 5.59, -7.52], [-3.34, 6.57, 2.05], [2.00, -7.77, 0.14], [4.36, -1.45, 7.29], [5.94, -9.50, 1.30], [-5.05, 15.34, -1.67], [1.60, -2.53, 1.51], [-1.59, 1.47, 0.38], [1.86, -1.16, -2.71], [0.31, -0.18, 0.30], [1.65, -2.15, -0.86], [-11.32, 3.73, -7.48], [1.23, -2.05, 0.94], [0.42, -11.36, 7.00], [0.16, -0.40, -3.21], [1.28, 0.56, 0.51], [1.33, 1.15, -0.13], [-1.01, 8.63, -2.43], [1.01, -1.40, 0.65], [-0.05, 2.19, -1.18], [-1.42, -0.04, 0.13], [-1.23, 0.02, 0.54], [0.47, 0.07, -1.31], [-9.39, -1.58, -1.18], [3.24, -2.71, 6.42], [2.88, 0.13, -0.36], [-1.19, 0.64, -0.14], [5.58, -2.19, 5.09], [6.51, -3.49, -17.88], [0.17, -1.92, -0.99], [1.33, -2.21, 2.35], [1.50, -2.35, -5.01], [-0.42, -0.27, 0.48], [-1.23, 2.19, 5.12], [-0.86, -0.28, 1.24], [-1.56, 2.34, -0.36]],
  "homo_ev": -7.9,
  "lumo_ev": 0.804,
  "de_lowest_kcal_mol": 474.7,
  "charge": 0
}



3.
{
  "formula": "C22H25NO2",
  "method": "ωB97M-V/def2-TZVPD",
  "species": ["C", "C", "C", "C", "C", "C", "C", "C", "C", "C", "C", "H", "H", "H", "H", "H", "H", "H", "H", "H", "H", "H", "H", "H", "H", "H", "C", "C", "O", "C", "C", "C", "C", "C", "C", "C", "N", "C", "C", "O", "H", "H", "H", "H", "H", "H", "H", "H", "H", "H"],
  "positions_angstrom": [[0.415, 3.736, 2.463], [0.304, 2.279, 1.976], [-0.848, 2.142, 0.988], [-2.043, 1.557, 1.441], [-2.244, 1.193, 2.893], [-3.103, 1.384, 0.556], [-3.060, 1.910, -0.733], [-4.215, 1.710, -1.659], [-1.940, 2.657, -1.102], [-0.840, 2.809, -0.254], [0.230, 3.780, -0.688], [0.834, 3.729, 3.482], [1.049, 4.322, 1.788], [-0.569, 4.223, 2.501], [0.051, 1.699, 2.869], [-3.198, 0.659, 2.995], [-1.451, 0.548, 3.298], [-2.302, 2.098, 3.523], [-3.997, 0.862, 0.902], [-4.005, 2.146, -2.638], [-4.416, 0.642, -1.788], [-5.133, 2.163, -1.261], [-1.927, 3.164, -2.068], [0.008, 4.098, -1.718], [0.215, 4.692, -0.070], [1.252, 3.376, -0.681], [4.889, 4.848, 2.901], [4.113, 3.651, 3.366], [3.369, 3.171, 2.222], [2.651, 2.088, 2.564], [1.602, 1.688, 1.521], [1.543, 0.171, 1.391], [1.491, -0.641, 2.528], [1.410, -2.028, 2.391], [1.343, -2.605, 1.121], [1.223, -4.028, 0.984], [1.152, -5.193, 0.873], [1.378, -1.792, -0.016], [1.440, -0.408, 0.123], [2.825, 1.542, 3.640], [5.212, 5.409, 3.781], [5.781, 4.521, 2.358], [4.302, 5.516, 2.261], [4.775, 2.843, 3.706], [3.395, 3.906, 4.161], [1.906, 2.082, 0.542], [1.567, -0.194, 3.518], [1.407, -2.664, 3.277], [1.357, -2.246, -1.008], [1.423, 0.232, -0.766]],
  "atomic_forces_ev_per_a": [[0.20, 0.14, 0.10], [-1.58, 0.57, 0.62], [-0.04, 0.63, 0.12], [0.15, -0.19, -0.21], [-0.15, -0.40, 0.14], [0.12, 0.25, 0.00], [0.37, 0.04, 0.32], [-0.28, -0.05, -0.22], [-0.16, -0.11, 0.12], [-0.27, -0.44, 0.11], [0.16, 0.20, -0.41], [0.01, 0.29, -0.34], [-0.07, -0.05, 0.41], [0.20, -0.25, 0.04], [-0.06, 0.09, -0.20], [0.24, 0.13, 0.08], [-0.29, 0.15, -0.12], [0.09, -0.28, -0.22], [0.14, 0.14, -0.11], [-0.11, -0.06, 0.05], [0.00, 0.13, -0.06], [0.19, -0.04, -0.09], [-0.04, -0.16, 0.18], [0.18, -0.09, 0.29], [0.04, -0.36, -0.19], [-0.33, 0.19, 0.03], [0.47, 0.21, 0.05], [0.14, 0.22, -0.19], [-0.43, -0.49, 0.34], [0.45, -0.41, 0.46], [1.66, -0.66, -0.37], [-0.55, 0.08, -0.01], [0.09, -0.53, -0.11], [-0.05, 0.27, 0.19], [0.04, 0.40, 0.01], [0.02, -2.76, -0.28], [0.10, 2.67, 0.25], [-0.12, 0.13, -0.21], [0.24, -0.10, 0.09], [-0.56, 0.41, -0.94], [0.09, 0.06, -0.11], [-0.15, 0.21, -0.03], [0.01, -0.18, 0.16], [-0.27, 0.34, 0.09], [0.25, -0.19, -0.22], [0.03, 0.06, 0.40], [-0.08, -0.23, -0.36], [-0.07, 0.18, -0.29], [-0.10, 0.13, 0.33], [0.07, -0.26, 0.31]],
  "homo_ev": -8.8,
  "lumo_ev": 0.479,
  "de_lowest_kcal_mol": 0.0,
  "charge": 0,
  "smiles": "CCOC(=O)[C@@H](c1ccc(C#N)cc1)[C@@H](C)c1c(C)cc(C)cc1C"
}



4.
{
  "formula": "I2OS",
  "method": "ωB97M-V/def2-TZVPD",
  "species": ["O", "S", "I", "I"],
  "positions_angstrom": [[-0.640, -1.263, -0.043], [0.487, 1.405, 0.044], [1.872, -0.365, 0.002], [-1.720, 0.222, -0.003]],
  "atomic_forces_ev_per_a": [[-0.77, -1.09, -0.04], [-0.33, 1.98, 0.06], [0.50, -0.76, -0.02], [0.60, -0.13, 0.00]],
  "homo_ev": -8.5,
  "lumo_ev": -1.718,
  "de_lowest_kcal_mol": 62.6,
  "charge": 0
}



5.
{
  "formula": "C5H10IN",
  "method": "ωB97M-V/def2-TZVPD",
  "species": ["C", "C", "C", "C", "C", "N", "I", "H", "H", "H", "H", "H", "H", "H", "H", "H", "H"],
  "positions_angstrom": [[0.525, 0.543, -0.095], [1.845, 0.157, -0.687], [-0.242, -2.323, -0.037], [-0.875, 2.239, 0.958], [-0.857, -0.885, -0.085], [0.248, 1.621, 0.393], [-1.902, -0.497, -2.037], [2.535, 0.331, 0.216], [2.123, 0.766, -1.569], [1.914, -0.931, -0.965], [0.401, -2.603, -0.994], [0.355, -2.371, 0.984], [-1.014, -2.976, 0.018], [-1.399, 2.591, 0.045], [-0.476, 3.211, 1.374], [-1.677, 1.781, 1.673], [-1.503, -0.654, 0.807]],
  "atomic_forces_ev_per_a": [[-2.98, -3.78, -0.38], [0.90, -0.71, 1.04], [3.31, 2.85, -0.01], [-1.64, 2.13, 0.05], [2.59, 1.67, -0.32], [1.41, 0.33, 0.51], [0.46, -0.28, 1.34], [-0.44, -0.20, -1.70], [-0.13, -0.18, 0.71], [-0.22, 1.14, 0.30], [-1.16, 0.78, 2.22], [-0.86, -0.10, -2.22], [-2.26, -2.28, 0.17], [-0.40, -0.10, 0.61], [-0.79, -1.10, 0.18], [1.82, 0.10, -1.23], [0.40, -0.25, -1.27]],
  "homo_ev": -8.2,
  "lumo_ev": 0.439,
  "de_lowest_kcal_mol": 39.0,
  "charge": 0
}



6.
{
  "formula": "C3H8S",
  "method": "ωB97M-V/def2-TZVPD",
  "species": ["C", "C", "C", "S", "H", "H", "H", "H", "H", "H", "H", "H"],
  "positions_angstrom": [[-1.605, 0.020, -0.319], [1.906, 0.888, 0.043], [-0.881, -1.120, 0.358], [1.743, -0.880, -0.214], [-2.511, -0.428, -0.666], [-1.907, 0.725, 0.421], [-1.079, 0.284, -1.198], [1.573, 1.078, 1.044], [1.245, 1.442, -0.564], [2.904, 1.088, -0.276], [-0.793, -2.093, 0.030], [-0.598, -1.005, 1.342]],
  "atomic_forces_ev_per_a": [[0.00, -2.70, 1.01], [-0.79, -1.17, 0.18], [2.78, 2.64, -1.50], [-2.54, -0.79, 0.21], [-0.99, -0.24, -0.50], [0.34, 1.12, 0.06], [0.55, 1.05, -0.65], [0.81, 0.53, 0.75], [-0.76, 0.62, -1.12], [0.80, 0.61, 0.47], [-0.39, -1.86, -1.07], [0.20, 0.18, 2.16]],
  "homo_ev": [-8.1, -8.1],
  "lumo_ev": [-0.587, -0.589],
  "de_lowest_kcal_mol": 68.0,
  "charge": 0
}



7.
{
  "formula": "C7H10N4OPS",
  "method": "ωB97M-V/def2-TZVPD",
  "species": ["C", "C", "C", "C", "C", "C", "C", "N", "N", "N", "N", "O", "P", "S", "H", "H", "H", "H", "H", "H", "H", "H", "H", "H"],
  "positions_angstrom": [[-0.507, -3.066, -1.555], [-0.445, -1.672, -1.267], [0.689, -1.140, -0.481], [-1.386, -0.892, -1.859], [1.822, 0.400, 0.746], [2.938, -0.381, 0.161], [-0.663, 2.465, 0.851], [-0.387, -4.150, -1.893], [-2.231, 0.126, 0.782], [0.583, 0.039, 0.121], [-2.298, -0.445, -2.420], [-0.274, 0.057, 2.509], [-0.754, 0.702, 1.305], [2.205, -1.864, -0.413], [1.742, 0.089, 1.747], [1.960, 1.477, 0.821], [3.277, 0.084, -0.722], [3.717, -0.384, 0.870], [-0.811, 2.644, -0.339], [-1.424, 3.017, 1.464], [0.307, 2.840, 0.968], [-2.569, -0.531, 1.358], [-2.620, -0.272, -3.439], [-2.870, 0.858, 0.686]],
  "atomic_forces_ev_per_a": [[0.35, 1.01, -0.14], [0.90, 0.37, 1.11], [-2.41, 1.01, -0.84], [1.39, -1.31, 0.58], [0.46, 0.76, 0.90], [-0.34, 1.45, -0.65], [-2.22, -0.32, -2.20], [-0.13, -1.12, -0.08], [3.40, 2.73, -1.96], [-1.36, 0.23, -0.43], [-2.27, 1.06, -2.96], [-0.01, 0.43, 1.40], [-0.04, -0.90, -2.56], [0.20, -2.14, -0.21], [-0.12, -0.39, 1.57], [0.28, 0.02, -0.58], [0.80, 0.68, -1.05], [1.05, -0.87, 0.71], [-0.23, -0.76, 2.83], [0.82, -0.31, -0.69], [1.39, 0.59, 0.82], [-1.51, -3.30, 2.57], [1.01, -0.17, 2.43], [-1.41, 1.25, -0.58]],
  "homo_ev": -13.0,
  "lumo_ev": -4.199,
  "de_lowest_kcal_mol": 44.6,
  "charge": 1
}